Record 1
117
Properties=species:S:1:pos:R:3:lowdin_spin:R:1 method="wB97M-V/def2-TZVPD" energy_ev=-147485.0057 e_lumo_ev="-7.834 / -7.700" de_lowest_kcal_mol=113.3 total_charge=+2 orbital_gap_ev="2.672 / 4.307" spin_multiplicity=3
W 1.25 -23.98 -8.18 0.801
Cl -1.95 -16.26 -11.99 0.000
C -1.28 -17.70 -11.65 0.000
C -0.59 -18.43 -12.63 -0.001
C -0.13 -19.75 -12.30 0.002
C -0.20 -20.23 -11.03 0.007
C -1.00 -19.55 -10.09 0.003
C -1.50 -18.27 -10.36 0.000
C 0.26 -21.61 -10.56 0.082
C 1.65 -21.93 -10.44 0.050
C 2.65 -21.15 -11.10 0.067
C 3.81 -21.88 -11.02 0.033
C 3.53 -23.07 -10.21 0.098
C 4.45 -24.03 -9.80 0.039
C 5.85 -23.91 -10.41 0.002
C 5.98 -24.28 -11.76 0.000
C 7.16 -23.99 -12.41 0.001
C 8.23 -23.53 -11.73 0.000
Cl 9.77 -23.37 -12.57 0.000
C 8.19 -23.35 -10.35 0.002
C 6.96 -23.39 -9.72 0.001
C 4.22 -24.95 -8.80 0.081
N 2.94 -25.32 -8.28 0.074
C 3.06 -26.46 -7.50 0.002
C 2.15 -27.06 -6.71 0.085
C 2.61 -28.06 -5.73 0.009
C 2.23 -29.35 -5.50 0.005
C 2.57 -30.17 -4.43 -0.001
C 3.49 -29.67 -3.50 0.004
Cl 4.02 -30.66 -2.22 0.002
C 4.02 -28.38 -3.66 -0.001
C 3.56 -27.60 -4.76 0.008
C 0.80 -26.64 -6.76 0.038
C -0.28 -27.36 -6.19 0.052
C -1.42 -26.67 -6.62 0.041
C -1.09 -25.62 -7.37 0.048
N 0.32 -25.60 -7.52 0.011
C -2.07 -24.87 -8.02 0.083
C -1.83 -23.83 -8.80 0.020
C -2.81 -23.14 -9.66 0.009
C -2.10 -22.25 -10.42 -0.003
C -0.71 -22.46 -10.12 0.033
N -0.57 -23.51 -9.24 0.084
C -3.49 -25.29 -7.65 0.007
C -4.31 -24.49 -6.84 0.004
C -5.66 -24.81 -6.77 0.001
C -6.10 -25.98 -7.28 0.001
Cl -7.78 -26.28 -7.11 0.001
C -5.19 -26.83 -7.90 0.000
C -3.91 -26.50 -8.19 0.003
C 4.49 -26.96 -7.60 0.025
C 5.18 -26.10 -8.36 -0.012
N 2.20 -23.03 -9.73 0.018
H -0.48 -18.01 -13.68 0.000
H 0.29 -20.46 -12.99 0.000
H -1.07 -19.90 -9.10 0.000
H -2.04 -17.65 -9.61 0.000
H 2.52 -20.27 -11.81 0.002
H 4.74 -21.67 -11.60 0.000
H 5.11 -24.72 -12.18 0.000
H 7.25 -24.20 -13.47 0.000
H 9.01 -23.12 -9.68 0.000
H 6.88 -23.07 -8.70 0.000
H 1.54 -29.84 -6.19 0.000
H 2.22 -31.22 -4.34 0.000
H 4.60 -27.96 -2.81 0.000
H 3.90 -26.55 -4.66 0.000
H -0.08 -28.18 -5.55 0.003
H -2.44 -26.90 -6.31 0.001
H -3.85 -23.43 -9.83 0.001
H -2.40 -21.76 -11.35 0.000
H -3.93 -23.48 -6.49 0.000
H -6.29 -24.05 -6.33 0.000
H -5.58 -27.79 -8.25 0.000
H -3.29 -27.06 -8.86 0.000
H 4.87 -27.98 -7.33 0.001
H 6.16 -26.21 -8.83 -0.001
S 2.49 -23.82 -6.16 -0.004
C 2.00 -22.52 -5.29 0.013
N 2.46 -22.34 -3.89 0.025
C 1.74 -21.36 -3.13 0.002
C 1.30 -20.16 -3.88 0.002
N 0.58 -20.51 -5.02 0.008
C -0.61 -19.60 -5.45 0.000
C -0.50 -18.23 -4.89 0.000
C -1.31 -17.95 -3.77 0.000
C -1.28 -16.67 -3.23 0.000
C -0.37 -15.73 -3.75 0.000
C 0.49 -16.07 -4.82 0.000
C 0.33 -17.30 -5.46 0.000
C 0.74 -21.65 -5.76 0.010
S 0.10 -22.13 -7.14 0.011
C 3.80 -22.96 -3.68 0.001
C 4.83 -21.98 -3.09 0.001
C 5.06 -22.02 -1.72 0.000
C 5.98 -21.16 -1.09 0.000
C 6.66 -20.27 -1.95 0.000
C 6.48 -20.22 -3.28 0.000
C 5.48 -21.03 -3.88 0.000
H 2.25 -21.04 -2.11 0.000
H 0.75 -21.77 -2.62 0.001
H 2.27 -19.65 -4.22 0.001
H 0.64 -19.67 -3.24 0.000
H -1.56 -20.11 -5.15 0.000
H -0.55 -19.60 -6.55 0.000
H -2.07 -18.65 -3.35 0.000
H -1.86 -16.42 -2.40 0.000
H -0.32 -14.72 -3.32 0.000
H 1.30 -15.38 -5.09 0.000
H 0.90 -17.59 -6.35 0.000
H 4.21 -23.35 -4.64 0.000
H 3.75 -23.84 -3.03 0.000
H 4.50 -22.65 -1.09 0.000
H 6.12 -20.99 -0.04 0.000
H 7.38 -19.60 -1.57 0.000
H 7.07 -19.55 -3.86 0.000
H 5.25 -20.96 -4.91 0.000

---

Record 2
11
Properties=species:S:1:pos:R:3:nbo_charge:R:1 method="wB97M-V/def2-TZVPD" energy_ev=-11825.2079 e_lumo_ev=-0.591 de_lowest_kcal_mol=99.7 total_charge=0 orbital_gap_ev=8.927
C 0.49 1.18 -0.36 0.269
C 0.23 0.09 0.35 -0.155
C -0.86 -1.24 1.44 0.391
C 0.10 -1.11 -0.52 0.718
H 0.60 2.50 -1.81 0.473
H 1.09 2.01 0.33 0.183
H -1.69 -1.63 2.23 0.208
N -0.43 -0.05 1.50 -0.444
O 0.47 1.61 -1.84 -0.645
O -0.64 -2.08 0.33 -0.488
O 0.65 -1.29 -1.65 -0.510

---

Record 3
46
Properties=species:S:1:pos:R:3:nbo_charge:R:1 method="wB97M-V/def2-TZVPD" energy_ev=-91156.4745 e_lumo_ev=2.557 total_charge=-1 orbital_gap_ev=4.286
C -0.61 0.80 2.02 -0.603
C 0.93 0.62 1.76 -0.401
C 1.35 -0.87 1.79 -0.395
C 2.77 -1.16 1.24 -0.404
C 3.90 -0.21 1.73 -0.400
C 4.03 1.11 0.89 -0.397
C 4.33 0.78 -0.61 -0.409
C 3.17 1.29 -1.52 -0.414
C 3.53 1.43 -3.03 -0.466
C 2.26 1.66 -3.91 -0.668
Br 1.22 -0.07 -3.91 -0.270
H -1.15 0.33 1.18 0.208
H -0.84 0.29 2.98 0.191
H -0.88 1.87 2.10 0.202
H 1.48 1.16 2.55 0.186
H 1.13 1.11 0.79 0.215
H 1.27 -1.28 2.82 0.184
H 0.63 -1.43 1.16 0.197
H 3.03 -2.20 1.52 0.193
H 2.71 -1.18 0.13 0.218
H 3.86 -0.01 2.82 0.191
H 4.86 -0.74 1.56 0.194
H 3.18 1.80 1.04 0.202
H 4.92 1.62 1.30 0.187
H 5.24 1.34 -0.90 0.192
H 4.51 -0.30 -0.72 0.193
H 2.86 2.29 -1.15 0.177
H 2.28 0.64 -1.43 0.205
H 4.09 0.56 -3.41 0.185
H 4.18 2.32 -3.23 0.189
H 1.59 2.41 -3.42 0.124
C -7.28 -1.69 0.07 -0.639
C -6.46 -0.69 0.85 -0.069
O -5.07 -1.03 0.85 -0.499
C -4.41 -0.77 -0.29 0.982
O -4.89 -0.28 -1.27 -0.648
O -3.15 -1.17 -0.14 -0.496
C -2.35 -1.04 -1.32 -0.263
H -7.10 -2.70 0.44 0.208
H -8.34 -1.47 0.14 0.209
H -7.00 -1.69 -0.99 0.230
H -6.77 -0.69 1.89 0.184
H -6.60 0.33 0.47 0.192
H -2.39 -0.03 -1.71 0.209
H -2.69 -1.75 -2.07 0.187
H -1.33 -1.28 -1.05 0.207

---

Record 4
16
Properties=species:S:1:pos:R:3:nbo_charge:R:1 method="wB97M-V/def2-TZVPD" energy_ev=-9876.1861 e_lumo_ev=0.956 de_lowest_kcal_mol=89.3 total_charge=0 orbital_gap_ev=7.367
C 2.36 -0.97 -0.14 -0.646
C 0.95 -0.58 0.15 -0.148
C -1.41 1.52 0.17 0.230
O -1.11 2.17 1.36 -0.709
N -0.06 -1.05 -0.57 -0.411
C -1.36 -0.68 -0.58 0.049
O -1.72 0.16 0.45 -0.554
H 2.76 -1.72 0.55 0.210
H 3.03 -0.10 -0.09 0.221
H 2.46 -1.38 -1.16 0.202
H 0.69 0.08 0.96 0.209
H -0.52 1.60 -0.46 0.158
H -2.27 1.98 -0.35 0.137
H -1.87 2.05 1.95 0.472
H 0.18 -1.71 -1.30 0.408
H -2.09 -1.38 -0.96 0.170